Entry 1:
Formula: C46H90INO12S
Source: OMol25
Level of theory: ωB97M-V/def2-TZVPD

Last columns: bonded neighbours and bond lengths (Å).
Element x y z (Å)
1 C -0.07 1.19 -1.59  C2 1.584, H38 1.117, H39 1.127, H40 1.123
2 C -1.20 0.09 -1.47  C1 1.584, S3 1.849, H41 1.118, H42 1.127
3 S -0.38 -1.52 -1.06  C2 1.849, C4 1.839
4 C -0.47 -1.90 0.74  S3 1.839, C5 1.585, H43 1.128, H44 1.119
5 C 0.53 -1.06 1.65  C4 1.585, C6 1.601, C9 1.607, C17 1.612
6 C 0.18 0.49 1.78  C5 1.601, C7 1.577, H45 1.125, H46 1.126
7 C -0.23 0.93 3.23  C6 1.577, N8 1.509, H47 1.123, H48 1.127
8 N -0.47 2.42 3.24  C7 1.509, H49 1.027, H50 1.027
9 C 0.26 -1.73 3.08  C5 1.607, O10 1.197, O11 1.388
10 O -0.77 -2.22 3.45  C9 1.197
11 O 1.44 -1.62 3.80  C9 1.388, C12 1.461
12 C 2.46 -0.94 3.01  O11 1.461, C13 1.579, C17 1.571, H51 1.123
13 C 3.79 -1.44 3.69  C12 1.579, I14 2.169, C15 1.611, H52 1.125
14 I 5.59 -0.53 2.90  C13 2.169
15 C 3.61 -1.16 5.27  C13 1.611, C16 1.578, H53 1.121, H54 1.130
16 C 4.93 -0.71 6.01  C15 1.578, H55 1.119, H56 1.130, H57 1.126
17 C 2.09 -1.44 1.56  C5 1.612, C12 1.571, C18 1.585, H58 1.127
18 C 2.75 -0.73 0.31  C17 1.585, C19 1.582, H59 1.121, H60 1.129
19 C 3.02 -1.71 -0.90  C18 1.582, O20 1.435, H61 1.135, H62 1.123
20 O 2.84 -1.10 -2.19  C19 1.435, C21 1.429
21 C 2.41 -2.07 -3.16  O20 1.429, C22 1.589, H63 1.122, H64 1.138
22 C 2.68 -1.62 -4.66  C21 1.589, O23 1.435, H65 1.129, H66 1.122
23 O 1.55 -0.98 -5.29  C22 1.435, C24 1.387
24 C 1.41 0.36 -4.97  O23 1.387, C25 1.481, C37 1.455
25 C 0.16 1.01 -5.44  C24 1.481, C26 1.470, H67 1.113
26 C -0.10 2.44 -5.21  C25 1.470, C27 1.484, H68 1.112
27 C 0.88 3.27 -4.47  C26 1.484, C28 1.585, C36 1.457
28 C 0.53 4.80 -4.21  C27 1.585, C29 1.584, C30 1.612, C31 1.581
29 C -0.29 5.44 -5.40  C28 1.584, H69 1.117, H70 1.117, H71 1.132
30 C -0.49 4.76 -2.97  C28 1.612, H72 1.120, H73 1.126, H74 1.121
31 C 1.77 5.65 -3.72  C28 1.581, C32 1.586, H75 1.119, H76 1.133
32 C 2.71 6.24 -4.85  C31 1.586, C33 1.614, C34 1.589, C35 1.577
33 C 4.16 6.42 -4.16  C32 1.614, H77 1.129, H78 1.128, H79 1.119
34 C 2.26 7.71 -5.23  C32 1.589, H80 1.118, H81 1.129, H82 1.125
35 C 2.93 5.31 -6.10  C32 1.577, H83 1.124, H84 1.116, H85 1.131
36 C 2.09 2.62 -4.00  C27 1.457, C37 1.461, H86 1.119
37 C 2.35 1.20 -4.26  C24 1.455, C36 1.461, H87 1.119
38 H 0.93 0.78 -1.86  C1 1.117
39 H -0.02 1.82 -0.66  C1 1.127
40 H -0.37 1.88 -2.43  C1 1.123
41 H -1.96 0.35 -0.69  C2 1.118
42 H -1.64 -0.05 -2.50  C2 1.127
43 H -0.19 -2.98 0.88  C4 1.128
44 H -1.53 -1.76 1.09  C4 1.119
45 H 1.03 1.14 1.42  C6 1.125
46 H -0.73 0.66 1.14  C6 1.126
47 H -1.19 0.46 3.56  C7 1.123
48 H 0.58 0.77 4.00  C7 1.127
49 H -1.46 2.61 3.44  N8 1.027
50 H 0.02 2.78 4.06  N8 1.027
51 H 2.47 0.17 3.20  C12 1.123
52 H 3.83 -2.56 3.61  C13 1.125
53 H 3.20 -2.06 5.81  C15 1.121
54 H 2.86 -0.33 5.44  C15 1.130
55 H 5.78 -1.41 5.80  C16 1.119
56 H 4.74 -0.74 7.12  C16 1.130
57 H 5.18 0.37 5.78  C16 1.126
58 H 2.10 -2.57 1.52  C17 1.127
59 H 2.14 0.13 -0.09  C18 1.121
60 H 3.73 -0.30 0.66  C18 1.129
61 H 4.11 -2.03 -0.86  C19 1.135
62 H 2.42 -2.64 -0.76  C19 1.123
63 H 1.36 -2.44 -3.01  C21 1.122
64 H 3.08 -2.98 -3.02  C21 1.138
65 H 2.82 -2.59 -5.21  C22 1.129
66 H 3.64 -1.06 -4.78  C22 1.122
67 H -0.60 0.41 -5.98  C25 1.113
68 H -1.07 2.84 -5.59  C26 1.112
69 H 0.08 5.07 -6.38  C29 1.117
70 H -0.38 6.55 -5.33  C29 1.117
71 H -1.35 5.05 -5.30  C29 1.132
72 H -1.17 3.88 -3.10  C30 1.120
73 H -1.12 5.70 -3.03  C30 1.126
74 H 0.04 4.75 -1.98  C30 1.121
75 H 2.30 5.04 -2.94  C31 1.119
76 H 1.33 6.54 -3.17  C31 1.133
77 H 4.23 5.83 -3.20  C33 1.129
78 H 4.98 6.00 -4.81  C33 1.128
79 H 4.41 7.49 -3.98  C33 1.119
80 H 1.34 7.74 -5.86  C34 1.118
81 H 2.11 8.26 -4.25  C34 1.129
82 H 3.07 8.26 -5.78  C34 1.125
83 H 2.14 5.51 -6.87  C35 1.124
84 H 3.07 4.23 -5.87  C35 1.116
85 H 3.90 5.65 -6.59  C35 1.131
86 H 2.87 3.18 -3.42  C36 1.119
87 H 3.32 0.78 -3.89  C37 1.119
88 C -4.53 2.88 5.34  O89 1.420, H94 1.090, H95 1.093, H96 1.095
89 O -3.82 1.93 4.56  C88 1.420, C90 1.426
90 C -3.66 0.68 5.23  O89 1.426, C91 1.520, H97 1.095, H98 1.094
91 C -4.65 -0.35 4.71  C90 1.520, O92 1.423, H99 1.094, H100 1.095
92 O -5.99 -0.01 5.05  C91 1.423, C93 1.420
93 C -6.70 0.55 3.95  O92 1.420, H101 1.095, H102 1.093, H103 1.089
94 H -4.78 3.73 4.70  C88 1.090
95 H -5.45 2.46 5.75  C88 1.093
96 H -3.89 3.25 6.16  C88 1.095
97 H -3.77 0.80 6.31  C90 1.095
98 H -2.65 0.34 5.03  C90 1.094
99 H -4.43 -1.31 5.18  C91 1.094
100 H -4.54 -0.48 3.62  C91 1.095
101 H -6.94 -0.23 3.22  C93 1.095
102 H -6.13 1.35 3.47  C93 1.093
103 H -7.63 0.97 4.33  C93 1.089
104 C 11.74 -3.92 2.86  O105 1.419, H110 1.090, H111 1.093, H112 1.095
105 O 10.45 -3.91 3.44  C104 1.419, C106 1.424
106 C 9.67 -2.80 3.01  O105 1.424, C107 1.520, H113 1.095, H114 1.095
107 C 8.65 -3.21 1.97  C106 1.520, O108 1.424, H115 1.094, H116 1.095
108 O 9.29 -3.59 0.75  C107 1.424, C109 1.418
109 C 9.34 -5.00 0.59  O108 1.418, H117 1.095, H118 1.093, H119 1.090
110 H 12.20 -4.89 3.06  C104 1.090
111 H 11.70 -3.78 1.77  C104 1.093
112 H 12.37 -3.14 3.30  C104 1.095
113 H 10.31 -1.99 2.64  C106 1.095
114 H 9.14 -2.42 3.90  C106 1.095
115 H 8.02 -2.34 1.73  C107 1.094
116 H 8.01 -4.01 2.34  C107 1.095
117 H 8.34 -5.39 0.35  C109 1.095
118 H 9.72 -5.50 1.48  C109 1.093
119 H 10.00 -5.23 -0.24  C109 1.090
120 C -3.93 -5.38 -5.62  O121 1.419, H126 1.090, H127 1.093, H128 1.095
121 O -3.97 -4.09 -5.04  C120 1.419, C122 1.425
122 C -3.40 -4.06 -3.73  O121 1.425, C123 1.520, H129 1.095, H130 1.095
123 C -2.00 -3.47 -3.75  C122 1.520, O124 1.425, H131 1.093, H132 1.096
124 O -1.09 -4.31 -4.45  C123 1.425, C125 1.420
125 C -0.81 -3.84 -5.76  O124 1.420, H133 1.095, H134 1.093, H135 1.090
126 H -4.19 -5.29 -6.67  C120 1.090
127 H -2.93 -5.83 -5.55  C120 1.093
128 H -4.65 -6.04 -5.14  C120 1.095
129 H -3.38 -5.07 -3.29  C122 1.095
130 H -4.04 -3.43 -3.11  C122 1.095
131 H -1.64 -3.38 -2.73  C123 1.093
132 H -2.01 -2.46 -4.19  C123 1.096
133 H -0.17 -2.95 -5.72  C125 1.095
134 H -1.73 -3.61 -6.31  C125 1.093
135 H -0.28 -4.63 -6.30  C125 1.090
136 C -10.59 0.62 5.19  O137 1.419, H142 1.091, H143 1.093, H144 1.095
137 O -9.88 -0.33 4.40  C136 1.419, C138 1.424
138 C -9.72 -1.58 5.06  O137 1.424, C139 1.520, H145 1.094, H146 1.095
139 C -10.70 -2.61 4.54  C138 1.520, O140 1.423, H147 1.094, H148 1.095
140 O -12.04 -2.28 4.89  C139 1.423, C141 1.418
141 C -12.76 -1.72 3.80  O140 1.418, H149 1.095, H150 1.093, H151 1.090
142 H -10.86 1.46 4.55  C136 1.091
143 H -11.51 0.19 5.60  C136 1.093
144 H -9.95 0.98 6.00  C136 1.095
145 H -9.82 -1.46 6.14  C138 1.094
146 H -8.70 -1.92 4.85  C138 1.095
147 H -10.48 -3.57 5.01  C139 1.094
148 H -10.60 -2.74 3.46  C139 1.095
149 H -13.00 -2.50 3.07  C141 1.095
150 H -12.20 -0.92 3.31  C141 1.093
151 H -13.70 -1.31 4.19  C141 1.090

As for the net charge: 0. The calculation puts the largest force on an atom at 3.1 eV/Å. The HOMO energy comes out at -0.298 Ha. The calculation puts the frontier orbital gap at 8.30 eV.

Entry 2:
Formula: C9H14N2O5
Source: OMol25
Level of theory: ωB97M-V/def2-TZVPD

Last columns: bonded neighbours and bond lengths (Å).
Element x y z (Å)
1 O 1.03 1.17 -1.38  C2 1.217
2 C 1.21 2.30 -0.98  O1 1.217, O3 1.351, C4 1.468
3 O 1.95 3.22 -1.65  C2 1.351, H17 0.934
4 C 0.57 2.88 0.21  C2 1.468, C5 1.608, H18 1.168, H19 1.077
5 C 0.37 1.75 1.34  C4 1.608, N6 1.513, C14 1.478, H20 1.136
6 N -0.24 0.42 0.95  C5 1.513, C7 1.449, H21 1.020
7 C 0.66 -0.67 0.66  N6 1.449, O8 1.206, C9 1.600
8 O 1.83 -0.53 0.91  C7 1.206
9 C 0.05 -1.95 -0.09  C7 1.600, C10 1.466, N13 1.426, H22 1.082
10 C 0.15 -1.78 -1.55  C9 1.466, C11 1.614, H23 1.101, H24 1.053
11 C -0.77 -3.05 -1.92  C10 1.614, C12 1.576, H25 1.123, H26 1.087
12 C -1.63 -3.20 -0.60  C11 1.576, N13 1.541, H27 1.148, H28 1.127
13 N -1.34 -1.92 0.21  C9 1.426, C12 1.541, H29 0.958
14 C -0.23 2.12 2.64  C5 1.478, O15 1.210, O16 1.338
15 O -0.50 1.39 3.56  C14 1.210
16 O -0.31 3.45 2.80  C14 1.338, H30 0.928
17 H 2.49 2.73 -2.23  O3 0.934
18 H -0.40 3.52 0.27  C4 1.168
19 H 1.35 3.54 0.56  C4 1.077
20 H 1.47 1.51 1.50  C5 1.136
21 H -1.25 0.33 0.82  N6 1.020
22 H 0.54 -2.90 0.08  C9 1.082
23 H -0.28 -0.90 -2.04  C10 1.101
24 H 1.13 -1.79 -1.94  C10 1.053
25 H -1.47 -2.76 -2.74  C11 1.123
26 H -0.11 -3.86 -2.22  C11 1.087
27 H -1.24 -4.02 0.11  C12 1.148
28 H -2.72 -3.46 -0.66  C12 1.127
29 H -1.66 -1.16 -0.27  N13 0.958
30 H -0.65 3.65 3.64  O16 0.928

As for the net charge: 0. Its energy above the lowest of the compared OMol25 structures with the same formula, charge and spin is 3.018 eV. The calculation puts the largest force on an atom at 5.4 eV/Å. The HOMO energy comes out at -0.339 Ha. The calculation puts the frontier orbital gap at 9.68 eV.

Entry 3:
Formula: C2H2Cl3NO
Source: OMol25
Level of theory: ωB97M-V/def2-TZVPD

Last columns: bonded neighbours and bond lengths (Å).
Element x y z (Å)
1 Cl 2.38 1.43 -0.43  C2 1.715
2 C 1.86 -0.15 -0.03  Cl1 1.715, Cl3 1.821, Cl4 1.750, C5 1.509
3 Cl 2.07 -0.29 1.78  C2 1.821
4 Cl 2.71 -1.48 -0.78  C2 1.750
5 C 0.42 -0.23 -0.47  C2 1.509, N6 1.382, O7 1.633, H8 1.033
6 N -0.76 0.11 0.16  C5 1.382, O7 1.443, H9 1.003
7 O -0.56 -1.31 0.27  C5 1.633, N6 1.443
8 H 0.26 -0.31 -1.49  C5 1.033
9 H -1.02 0.67 0.95  N6 1.003

As for the net charge: 0. Its energy above the lowest of the compared OMol25 structures with the same formula, charge and spin is 3.684 eV. The calculation puts the largest force on an atom at 4.7 eV/Å. The HOMO energy comes out at -0.342 Ha. The calculation puts the frontier orbital gap at 9.80 eV.

Entry 4:
Formula: C19H40O6PS
Source: OMol25
Level of theory: ωB97M-V/def2-TZVPD

Last columns: bonded neighbours and bond lengths (Å).
Element x y z (Å)
1 C 3.76 1.04 2.23  C2 1.638, H14 1.170, H15 1.194, H16 1.192
2 C 3.67 0.59 0.66  C1 1.638, C3 1.638, H17 1.170, H18 1.193
3 C 2.60 -0.61 0.34  C2 1.638, C4 1.639, H19 1.175, H20 1.194
4 C 1.96 -1.35 1.65  C3 1.639, C5 1.672, H21 1.194, H22 1.170
5 C 0.97 -2.62 1.22  C4 1.672, C6 1.642, H23 1.194, H24 1.181
6 C -0.63 -2.27 1.32  C5 1.642, C7 1.646, H25 1.173, H26 1.193
7 C -1.13 -1.04 0.34  C6 1.646, P8 1.920, H27 1.175, H28 1.181
8 P -1.50 0.60 1.27  C7 1.920, S9 2.144, C10 1.910, H29 1.459, H30 1.449, H31 1.464
9 S -1.09 1.82 -0.45  P8 2.144, H32 1.426
10 C -3.38 0.52 0.93  P8 1.910, C11 1.639, C12 1.649, H33 1.192
11 C -3.81 0.67 -0.64  C10 1.639, H34 1.177, H35 1.194, H36 1.192
12 C -4.11 -0.85 1.50  C10 1.649, C13 1.671, H37 1.183, H38 1.178
13 C -5.45 -0.35 2.38  C12 1.671, H39 1.180, H40 1.193, H41 1.192
14 H 3.87 0.16 3.00  C1 1.170
15 H 4.77 1.68 2.33  C1 1.194
16 H 2.89 1.81 2.50  C1 1.192
17 H 4.74 0.32 0.28  C2 1.170
18 H 3.30 1.55 0.06  C2 1.193
19 H 1.81 -0.19 -0.43  C3 1.175
20 H 3.20 -1.44 -0.26  C3 1.194
21 H 2.86 -1.86 2.23  C4 1.194
22 H 1.43 -0.64 2.42  C4 1.170
23 H 1.16 -3.49 2.02  C5 1.194
24 H 1.27 -3.09 0.18  C5 1.181
25 H -0.88 -2.11 2.46  C6 1.173
26 H -1.22 -3.25 0.99  C6 1.193
27 H -0.28 -0.81 -0.44  C7 1.175
28 H -2.04 -1.46 -0.28  C7 1.181
29 H -1.70 1.83 2.03  P8 1.459
30 H -0.10 0.69 1.62  P8 1.449
31 H -1.75 -0.11 2.52  P8 1.464
32 H -1.10 0.91 -1.54  S9 1.426
33 H -3.87 1.43 1.51  C10 1.192
34 H -3.16 0.04 -1.40  C11 1.177
35 H -4.91 0.22 -0.73  C11 1.194
36 H -3.93 1.81 -0.98  C11 1.192
37 H -4.55 -1.48 0.60  C12 1.183
38 H -3.41 -1.50 2.17  C12 1.178
39 H -5.85 -1.20 3.10  C13 1.180
40 H -5.16 0.57 3.08  C13 1.193
41 H -6.29 0.06 1.64  C13 1.192
42 C -7.52 0.40 -5.96  C43 1.516, H49 1.095, H50 1.094, H51 1.096
43 C -7.17 -0.20 -4.61  C42 1.516, C44 1.498, O48 1.418, H52 1.097
44 C -6.93 0.83 -3.54  C43 1.498, O45 1.416, H53 1.093, H54 1.095
45 O -6.02 0.17 -2.68  C44 1.416, C46 1.367
46 C -5.34 -0.73 -3.45  O45 1.367, O47 1.217, O48 1.369
47 O -4.33 -1.32 -3.10  C46 1.217
48 O -5.93 -0.88 -4.67  C43 1.418, C46 1.369
49 H -7.84 -0.38 -6.65  C42 1.095
50 H -8.33 1.13 -5.87  C42 1.094
51 H -6.65 0.89 -6.41  C42 1.096
52 H -7.95 -0.92 -4.30  C43 1.097
53 H -7.84 1.09 -3.01  C44 1.093
54 H -6.46 1.74 -3.92  C44 1.095
55 C 7.67 1.00 2.29  C56 1.516, H62 1.095, H63 1.094, H64 1.096
56 C 8.62 1.35 1.16  C55 1.516, C57 1.498, O61 1.418, H65 1.097
57 C 8.79 0.26 0.16  C56 1.498, O58 1.416, H66 1.094, H67 1.095
58 O 10.11 0.48 -0.32  C57 1.416, C59 1.367
59 C 10.79 1.11 0.68  O58 1.367, O60 1.217, O61 1.369
60 O 12.00 1.26 0.71  C59 1.217
61 O 9.94 1.53 1.67  C56 1.418, C59 1.369
62 H 7.46 1.88 2.90  C55 1.095
63 H 6.72 0.61 1.90  C55 1.094
64 H 8.11 0.25 2.96  C55 1.096
65 H 8.31 2.29 0.68  C56 1.097
66 H 8.07 0.32 -0.65  C57 1.094
67 H 8.75 -0.75 0.60  C57 1.095

As for the net charge: -1. The calculation puts the largest force on an atom at 3.2 eV/Å. The HOMO energy comes out at -0.133 Ha. The calculation puts the frontier orbital gap at 5.85 eV.

Q: Which value of HOMO does entry 1 give?
A: -0.298 Ha